# 1
# C10H9O4P

A gas-phase ion, C10H9O4P (charge -2) in a non-equilibrium geometry (wB97M-V/def2-TZVPD, the Open Molecules 2025 dataset).

```
24
C10H9O4P | the Open Molecules 2025 dataset | wB97M-V/def2-TZVPD
P 0.9893 -2.2972 -0.3396
O -3.1578 1.9610 -0.6447
O 1.3335 -3.1277 0.8875
O 1.3671 -2.7864 -1.7048
O -4.8062 1.1909 0.6058
C 2.0427 2.2534 0.1646
C -1.6187 -0.5881 -0.1760
C 1.4661 0.3691 -1.3028
C 1.7227 0.0732 1.1166
C -2.7936 -0.1809 0.4241
C 1.7134 1.7330 -1.1209
C 1.5912 -0.5397 -0.1873
C -3.6770 1.1128 0.0515
C 2.0538 1.4286 1.2315
C -0.8433 -1.9217 -0.1007
H -3.2593 -0.6999 1.2402
H 1.0987 0.0247 -2.2565
H 2.0966 1.8687 2.2656
H -0.7483 -2.3641 0.9331
H 1.7040 2.2184 -2.0838
H -1.4116 -2.6552 -0.7054
H 2.3204 3.3154 0.4977
H -1.1143 0.2329 -0.6609
H 1.9309 -0.6211 1.8651
```

Computed properties:
HOMO-LUMO gap: 7.27 eV
structure (SMILES): O=C([O-])/C=C/C[P@](=O)([O-])c1ccccc1
HOMO: -1.64 eV
energy above the lowest of the compared OMol25 structures with the same formula, charge and spin: 17.96 kcal/mol
net charge: -2
LUMO energy: 5.63 eV


# 2
# C11H10BrF3GdO3S

A molecular structure, C11H10BrF3GdO3S in a non-equilibrium geometry (wB97M-V/def2-TZVPD, the Open Molecules 2025 dataset).

```
30
C11H10BrF3GdO3S | the Open Molecules 2025 dataset | wB97M-V/def2-TZVPD
Gd -1.2294 1.1378 -1.2162
Br -3.5102 -0.0570 -0.1013
S 0.9719 2.8175 1.0552
F -0.0899 3.6689 3.4303
F -1.0762 1.9277 2.5759
F -1.3609 3.8711 1.6311
O 1.6762 4.0883 1.0228
O 0.1195 2.4865 -0.1801
O 1.6527 1.6611 1.5276
C -0.7538 0.4164 -3.4745
C 0.6258 0.4274 -3.0489
C -0.4394 3.0833 2.2546
C -0.2053 -2.8547 1.1395
C -0.2895 -1.5691 -2.4030
C 0.8881 -0.7899 -2.4053
C 0.5747 -1.2360 2.6029
C 1.1931 -2.6452 0.8690
C 1.6706 -1.6355 1.7668
C -0.5859 -1.9869 2.2122
C -1.3166 -0.8396 -3.0187
H -0.3286 -2.5999 -2.0712
H -2.3545 -1.1469 -3.0715
H -0.9126 -3.3890 0.4840
H 0.5540 -0.3561 3.2674
H 2.6151 -1.0871 1.6640
H -1.6295 -1.7668 2.5199
H 1.8469 -1.1550 -2.0697
H 1.3255 1.2425 -3.1459
H 1.7121 -3.0081 -0.0280
H -1.3440 1.2943 -3.7890
```

Computed properties:
HOMO-LUMO gap (spin up / spin down): 7.97 / 4.13 eV
spin multiplicity: 8
HOMO (spin up / spin down): -5.38 / -3.19 eV
energy above the lowest of the compared OMol25 structures with the same formula, charge and spin: 4.89 kcal/mol
net charge: -1
LUMO energy (spin up / spin down): 2.58 / 0.94 eV


# 3
# C11H10BrNO

A single C11H10BrNO molecule in a non-equilibrium geometry (wB97M-V/def2-TZVPD, the Open Molecules 2025 dataset).

```
24
C11H10BrNO | the Open Molecules 2025 dataset | wB97M-V/def2-TZVPD
Br 3.1157 -0.7196 0.8696
O 0.3755 -0.1631 1.8476
N 2.6269 -1.7899 -2.5193
C 0.8342 0.6828 -0.3160
C -2.0523 -1.0109 0.1055
C -0.0322 -1.5612 1.6367
C -1.0182 2.6458 0.1080
C -0.4385 2.5936 -1.1305
C 1.7706 -0.3934 -0.6172
C -1.2867 -1.7978 0.8537
C 0.5229 1.6096 -1.2861
C 2.2018 -1.1005 -1.6130
C -0.6978 1.7931 1.1285
C 0.2096 0.7579 0.8918
H 0.8485 -2.0314 1.1514
H -0.0002 -2.1141 2.7252
H 2.2587 -2.6754 -2.5729
H -1.2167 1.7260 2.0476
H 0.9801 1.4030 -2.2516
H -2.9667 -1.5002 -0.1887
H -1.8104 0.0133 -0.2318
H -1.5677 -2.8919 1.1190
H -1.7767 3.3620 0.1248
H -0.8805 3.1623 -1.8824
```

Computed properties:
HOMO-LUMO gap: 8.55 eV
structure (SMILES): C=CCOc1ccccc1C(Br)=C=N
HOMO: -8.62 eV
energy above the lowest of the compared OMol25 structures with the same formula, charge and spin: 19.28 kcal/mol
net charge: 0
LUMO energy: -0.07 eV


# 4
# C11H10Cl2CoN2OS2

A molecular structure, C11H10Cl2CoN2OS2 in a non-equilibrium geometry (wB97M-V/def2-TZVPD, the Open Molecules 2025 dataset).

```
29
C11H10Cl2CoN2OS2 | the Open Molecules 2025 dataset | wB97M-V/def2-TZVPD
Co -0.9544 -0.3337 -0.2221
Cl -1.9375 -1.3038 1.5199
Cl -1.9234 -3.6685 3.3268
S -1.4015 1.7938 -1.1872
S -2.0370 -1.8520 -1.9563
O 0.1597 0.8723 1.1349
N 0.3973 -1.5480 -1.1396
N 0.2630 2.1398 0.8815
C -2.7604 -2.1757 2.8691
C 1.1439 4.2531 1.5412
C -0.4493 2.7239 -0.1412
C 1.0645 2.8866 1.6614
C 1.4786 -3.5898 -2.6646
C 2.2698 -2.8771 -1.7601
C 1.6815 -1.8602 -1.0362
C -0.3916 -2.2576 -1.9840
C 0.1481 -3.2808 -2.7842
C -0.3849 4.1178 -0.2795
C 0.3832 4.8884 0.5576
H 0.3942 5.9622 0.4572
H 1.6149 2.3279 2.4043
H -3.7634 -2.4505 2.5492
H -2.7701 -1.5294 3.7448
H 1.7771 4.8068 2.2176
H -0.5062 -3.8181 -3.4539
H 2.2589 -1.2736 -0.3296
H 3.3124 -3.1155 -1.6138
H -0.9849 4.5501 -1.0646
H 1.9173 -4.3884 -3.2487
```

Computed properties:
HOMO-LUMO gap (spin up / spin down): 6.11 / 5.78 eV
spin multiplicity: 3
HOMO (spin up / spin down): -3.20 / -2.87 eV
energy above the lowest of the compared OMol25 structures with the same formula, charge and spin: 5.87 kcal/mol
net charge: -1
LUMO energy (spin up / spin down): 2.91 / 2.91 eV


# 5
# C11H10Cl4O4Se2Tc

A molecular structure, C11H10Cl4O4Se2Tc in a non-equilibrium geometry (wB97M-V/def2-TZVPD, the Open Molecules 2025 dataset).

```
32
C11H10Cl4O4Se2Tc | the Open Molecules 2025 dataset | wB97M-V/def2-TZVPD
Tc 1.1052 0.5386 -0.3451
Se 0.5508 0.9996 1.9279
Se 2.5490 -0.3663 1.4649
Cl 0.4446 5.4346 -5.1970
Cl -2.8336 1.6950 -3.2039
Cl 2.8226 4.0944 -3.5055
Cl -2.2200 3.8489 -5.3418
O -0.4861 0.9151 -1.5368
O 0.0285 -3.1795 4.2379
O 1.8732 2.0089 -1.4977
O 0.0686 -1.4026 -0.2844
C -0.6184 -2.1585 0.7258
C -0.0034 -1.9278 2.1400
C 1.2273 3.5404 -3.3106
C -0.3239 1.9566 -2.3527
C -1.0269 3.3772 -4.2123
C 0.2097 4.0612 -4.1623
C -0.6576 -3.0309 3.0172
C 1.5024 -2.0526 2.1784
C -1.3123 2.3984 -3.2296
C 0.9970 2.5034 -2.3688
C -0.3360 -0.5595 2.7894
H -1.4073 -0.3224 2.6419
H -0.4601 -3.7583 4.8669
H 1.8764 -2.1187 3.1981
H -1.7558 -2.6967 3.1744
H 1.8088 -2.8028 1.5224
H -0.5300 -1.4118 -1.0631
H -0.0886 -0.5289 3.8760
H -0.6065 -3.2137 0.5632
H -1.6854 -1.8184 0.8113
H -0.7121 -4.0228 2.4759
```

Computed properties:
HOMO-LUMO gap (spin up / spin down): 6.20 / 6.58 eV
spin multiplicity: 4
HOMO (spin up / spin down): -6.87 / -7.59 eV
net charge: 0
LUMO energy (spin up / spin down): -0.67 / -1.02 eV


# 6
# C11H10ClNO2

A single C11H10ClNO2 molecule in a non-equilibrium geometry (wB97M-V/def2-TZVPD, the Open Molecules 2025 dataset).

```
25
C11H10ClNO2 | the Open Molecules 2025 dataset | wB97M-V/def2-TZVPD
Cl -1.8465 -2.7393 -0.1344
O -2.9231 2.1523 -0.9664
O -0.7668 -0.3358 2.0527
N -1.2687 1.1285 0.2568
C 0.6141 -0.4900 0.1857
C -1.8705 -1.0643 -0.1612
C -2.3965 1.1227 -0.5673
C -0.9122 2.2899 1.0291
C 0.8995 -0.0428 -1.1282
C -0.8213 -0.2201 0.6713
C 2.8706 -1.4510 0.3240
C 2.1350 -0.3347 -1.6738
C -2.7135 -0.3029 -0.8898
C 3.1977 -0.8697 -0.9184
C 1.6087 -1.2196 0.8933
H 3.4720 -2.0325 0.9567
H -0.7040 2.1267 2.0268
H 0.2992 0.4777 -1.8613
H -1.5752 -0.7617 2.2551
H 2.4278 -0.0887 -2.7755
H 4.1162 -1.1012 -1.2458
H -3.5621 -0.4630 -1.6221
H -1.6043 3.1599 0.8711
H 0.1036 2.6275 0.5583
H 1.2203 -1.5680 1.8633
```

Computed properties:
HOMO-LUMO gap (spin up / spin down): 6.90 / 6.05 eV
spin multiplicity: 3
HOMO (spin up / spin down): -6.40 / -9.28 eV
net charge: 0
LUMO energy (spin up / spin down): 0.50 / -3.23 eV


# 7
# C11H10ClNSTi

A molecular structure, C11H10ClNSTi in a non-equilibrium geometry (wB97M-V/def2-TZVPD, the Open Molecules 2025 dataset).

```
25
C11H10ClNSTi | the Open Molecules 2025 dataset | wB97M-V/def2-TZVPD
Ti 0.3268 0.7972 0.2391
Cl 2.4102 1.4711 1.0382
S -0.2063 0.5968 4.8750
N -0.6369 1.0434 2.2085
C 0.5743 0.2173 -2.4730
C 0.9563 -1.2962 0.2480
C 0.8607 -1.5854 1.6934
C 1.1257 1.3395 -1.8669
C -0.8715 0.3231 -2.4281
C -1.3029 -1.6958 0.8120
C -0.4422 -1.2320 -0.2115
C -0.5168 -1.8151 1.9843
C -0.5141 0.8362 3.3735
C -1.1886 1.5427 -1.7547
C 0.0331 2.2041 -1.4162
H 0.1430 3.2508 -1.1866
H 2.1536 1.6328 -1.9373
H 1.7478 -1.9169 2.2630
H -0.7803 -1.0166 -1.2519
H 1.1007 -0.6218 -2.9126
H -0.8398 -2.1678 2.9762
H -2.2439 -2.1684 0.6786
H -1.5874 -0.3936 -2.8217
H -2.1800 1.9699 -1.7137
H 1.8786 -1.3151 -0.4156
```

Computed properties:
HOMO-LUMO gap (spin up / spin down): 3.84 / 5.56 eV
spin multiplicity: 3
HOMO (spin up / spin down): 1.35 / -0.44 eV
energy above the lowest of the compared OMol25 structures with the same formula, charge and spin: 29.66 kcal/mol
net charge: -2
LUMO energy (spin up / spin down): 5.19 / 5.12 eV


# 8
# C11H10IrO8S6

A molecular structure, C11H10IrO8S6 in a non-equilibrium geometry (wB97M-V/def2-TZVPD, the Open Molecules 2025 dataset).

```
36
C11H10IrO8S6 | the Open Molecules 2025 dataset | wB97M-V/def2-TZVPD
Ir -0.2418 -0.2672 0.9693
S -0.7296 -2.1805 2.0778
S 0.3226 0.6484 -1.6647
S -3.5332 0.0711 4.4586
S 2.6362 0.1690 1.0155
S -1.2395 0.8779 2.6226
S -3.0611 -2.7998 3.9323
O 2.0167 -1.1340 0.7547
O 0.1774 -0.7775 -1.3054
O -0.1344 0.9606 -2.9882
O 3.8874 0.1137 1.7164
O 1.5975 1.0502 1.5937
O -4.8840 -1.8845 5.6091
O -0.3487 1.4249 -0.5699
O -2.2412 -0.2927 0.2407
C -2.7336 -1.4771 -0.4404
C -2.0443 -1.6429 3.1081
C 2.9896 0.8991 -0.5865
C -4.0050 -1.5980 4.8376
C 4.6971 1.9857 -1.9109
C 2.0655 1.0942 -1.6336
C 3.7953 2.1730 -2.9378
C 2.4901 1.7256 -2.7979
C -2.2565 -0.3524 3.3443
C 4.2924 1.3490 -0.7469
C -3.0557 -1.1802 -1.8867
H -2.0177 0.3865 -0.4206
H 4.0966 2.6651 -3.8540
H 4.9836 1.1856 0.0672
H 5.7179 2.3341 -2.0056
H 1.7757 1.8609 -3.5953
H -3.4191 -2.0843 -2.3770
H -2.1658 -0.8406 -2.4188
H -3.6189 -1.7927 0.1108
H -1.9828 -2.2580 -0.3491
H -3.8285 -0.4121 -1.9695
```

Computed properties:
HOMO-LUMO gap: 6.71 eV
HOMO: -4.15 eV
energy above the lowest of the compared OMol25 structures with the same formula, charge and spin: 41.33 kcal/mol
net charge: -1
LUMO energy: 2.57 eV


# 9
# C11H10N2

A single C11H10N2 molecule in a non-equilibrium geometry (wB97M-V/def2-TZVPD, the Open Molecules 2025 dataset).

```
23
C11H10N2 | the Open Molecules 2025 dataset | wB97M-V/def2-TZVPD
N -1.8424 1.5806 -0.0658
N -1.0211 0.5344 -0.1271
C -1.5853 -0.7098 -0.2123
C -0.4359 -2.9517 0.0963
C -2.8464 -1.1717 -0.2226
C 2.4852 1.3727 -0.1080
C 0.7458 -0.7760 0.0833
C -0.4329 -1.6182 0.0083
C 1.1439 1.6148 -0.3757
C 3.0277 0.0970 0.0027
C -1.5277 2.7248 0.3946
C 2.1036 -0.9889 0.0866
C 0.3319 0.5138 -0.1648
H 0.6536 2.5557 -0.5301
H -3.0958 -2.1837 -0.0710
H 2.5602 -1.9271 0.0817
H -2.4169 3.4375 0.3308
H 0.5523 -3.2855 0.3727
H -3.6917 -0.4830 -0.2542
H -1.2295 -3.5887 0.0906
H 3.0871 2.2091 -0.1472
H 4.0578 -0.0651 -0.0541
H -0.6236 3.1091 0.7852
```

Computed properties:
HOMO-LUMO gap: 7.63 eV
structure (SMILES): C=Nn1c(=C)c(=C)c2ccccc21
HOMO: -7.41 eV
energy above the lowest of the compared OMol25 structures with the same formula, charge and spin: 82.45 kcal/mol
net charge: 0
LUMO energy: 0.21 eV


Energy across the listed records, respectively: -27995.587; -127578.045; -85145.291; -100939.730; -202737.752; -29671.769; -59531.093; -95802.028; -14545.998 eV.